## a
ORCA calculation (ωB97M-V/def2-TZVPD) on a cluster of 2 separate species, C18H36FN2O4 in total.

Last columns: bonded neighbours and bond lengths (Å).
CARTESIAN COORDINATES (ANGSTROEM)
1 C 1.5686 -0.5986 -3.1663  C2 1.504, H17 1.086, H18 1.084, H19 1.087
2 C 0.4836 -1.5381 -2.7164  C1 1.504, C3 1.503, N4 1.272
3 C -0.9194 -1.1113 -3.0480  C2 1.503, H20 1.079, H21 1.087, H22 1.087
4 N 0.8525 -2.6197 -2.1571  C2 1.272, C5 1.460
5 C -0.0452 -3.3099 -1.2349  N4 1.460, F6 1.409, C7 1.528, C16 1.540
6 F -1.1194 -3.9395 -1.8952  C5 1.409
7 C -0.6425 -2.4456 -0.1248  C5 1.528, C8 1.537, H23 1.086, H24 1.083
8 C 0.2555 -2.1464 1.0857  C7 1.537, C9 1.545, C10 1.543, N11 1.480
9 C 1.1415 -0.8990 0.8703  C8 1.545, H25 1.085, H26 1.081, H27 1.083
10 C -0.6921 -1.7457 2.2360  C8 1.543, H28 1.083, H29 1.081, H30 1.088
11 N 1.0189 -3.3226 1.5592  C8 1.480, O12 1.286, C13 1.482
12 O 0.3547 -4.0907 2.3477  N11 1.286
13 C 1.7235 -4.0647 0.4873  N11 1.482, C14 1.530, C15 1.553, C16 1.525
14 C 2.9741 -3.3508 -0.0301  C13 1.530, H31 1.081, H32 1.086, H33 1.084
15 C 2.2504 -5.3800 1.1220  C13 1.553, H34 1.083, H35 1.081, H36 1.082
16 C 0.7526 -4.4730 -0.6162  C5 1.540, C13 1.525, H37 1.084, H38 1.087
17 H 2.2275 -0.3435 -2.3421  C1 1.086
18 H 1.1491 0.3223 -3.5538  C1 1.084
19 H 2.1718 -1.0974 -3.9207  C1 1.087
20 H -1.5770 -1.9432 -3.2444  C3 1.079
21 H -0.8689 -0.5488 -3.9770  C3 1.087
22 H -1.3125 -0.4361 -2.2928  C3 1.087
23 H -1.5058 -2.9881 0.2496  C7 1.086
24 H -1.0280 -1.4952 -0.4719  C7 1.083
25 H 1.9175 -0.9267 1.6284  C9 1.085
26 H 0.5171 -0.0274 1.0062  C9 1.081
27 H 1.6244 -0.8930 -0.0991  C9 1.083
28 H -0.1577 -1.7657 3.1778  C10 1.083
29 H -1.5347 -2.4193 2.3037  C10 1.081
30 H -1.0717 -0.7363 2.0955  C10 1.088
31 H 2.7595 -2.4568 -0.5983  C14 1.081
32 H 3.6626 -3.1586 0.7868  C14 1.086
33 H 3.4433 -4.0371 -0.7256  C14 1.084
34 H 3.0545 -5.7373 0.4899  C15 1.083
35 H 2.6204 -5.1929 2.1204  C15 1.081
36 H 1.4586 -6.1167 1.1461  C15 1.082
37 H 1.2531 -4.9881 -1.4288  C16 1.084
38 H 0.0014 -5.1242 -0.1755  C16 1.087
39 C -1.5239 7.0571 1.7573  O40 1.410, H48 1.096, H49 1.088, H50 1.096
40 O -1.0106 6.0271 0.9423  C39 1.410, C41 1.418
41 C 0.1463 5.4142 1.4866  O40 1.418, C42 1.512, H51 1.096, H52 1.099
42 C 0.2381 3.9624 1.0733  C41 1.512, O43 1.421, H53 1.093, H54 1.091
43 O -0.6380 3.0961 1.7815  C42 1.421, C44 1.421
44 C -2.0240 3.1638 1.4762  O43 1.421, C45 1.512, H55 1.091, H56 1.093
45 C -2.3879 2.5859 0.1269  C44 1.512, O46 1.420, H57 1.098, H58 1.098
46 O -2.0657 3.4844 -0.9246  C45 1.420, C47 1.408
47 C -1.7561 2.8086 -2.1199  O46 1.408, H59 1.098, H60 1.088, H61 1.097
48 H -0.8242 7.8976 1.8215  C39 1.096
49 H -2.4530 7.4031 1.3080  C39 1.088
50 H -1.7462 6.6831 2.7635  C39 1.096
51 H 0.1408 5.4796 2.5804  C41 1.096
52 H 1.0271 5.9492 1.1058  C41 1.099
53 H 1.2414 3.6143 1.3324  C42 1.093
54 H 0.1303 3.8447 -0.0063  C42 1.091
55 H -2.4103 4.1778 1.5907  C44 1.091
56 H -2.5096 2.5470 2.2362  C44 1.093
57 H -3.4700 2.4024 0.0924  C45 1.098
58 H -1.8606 1.6325 -0.0053  C45 1.098
59 H -0.9343 2.0991 -1.9563  C47 1.098
60 H -1.4381 3.5441 -2.8565  C47 1.088
61 H -2.6337 2.2717 -2.4996  C47 1.097

Output
Multiplicity   2
LUMO (alpha / beta)   0.647 / 0.376 eV
Frontier orbital gap (alpha / beta)   0.33404 / 0.35978 Eh
⟨S²⟩   0.7541

Calculated atomic charges, method natural (NBO), unit e: atom 1 (C): -0.6726, atom 2 (C): 0.3940, atom 3 (C): -0.7144, atom 4 (N): -0.5082, atom 5 (C): 0.4947, atom 6 (F): -0.3872, atom 7 (C): -0.4672, atom 8 (C): 0.0966, atom 9 (C): -0.6154, atom 10 (C): -0.5979, atom 11 (N): 0.0165, atom 12 (O): -0.3766, atom 13 (C): 0.0994, atom 14 (C): -0.6192, atom 15 (C): -0.5922, atom 16 (C): -0.4401, atom 17 (H): 0.2303, atom 18 (H): 0.2090, atom 19 (H): 0.2451, atom 20 (H): 0.2501, atom 21 (H): 0.2245, atom 22 (H): 0.2314, atom 23 (H): 0.2359, atom 24 (H): 0.2185, atom 25 (H): 0.2219, atom 26 (H): 0.2209, atom 27 (H): 0.2041, atom 28 (H): 0.2282, atom 29 (H): 0.2177, atom 30 (H): 0.2005, atom 31 (H): 0.2240, atom 32 (H): 0.2118, atom 33 (H): 0.2151, atom 34 (H): 0.2010, atom 35 (H): 0.2242, atom 36 (H): 0.2167, atom 37 (H): 0.2326, atom 38 (H): 0.2226, atom 39 (C): -0.2479, atom 40 (O): -0.5468, atom 41 (C): -0.0943, atom 42 (C): -0.0867, atom 43 (O): -0.5406, atom 44 (C): -0.0879, atom 45 (C): -0.0937, atom 46 (O): -0.5436, atom 47 (C): -0.2466, atom 48 (H): 0.1668, atom 49 (H): 0.1941, atom 50 (H): 0.1640, atom 51 (H): 0.1747, atom 52 (H): 0.1730, atom 53 (H): 0.1878, atom 54 (H): 0.1880, atom 55 (H): 0.1929, atom 56 (H): 0.1888, atom 57 (H): 0.1763, atom 58 (H): 0.1662, atom 59 (H): 0.1561, atom 60 (H): 0.1967, atom 61 (H): 0.1666



## b
ORCA calculation (ωB97M-V/def2-TZVPD) on a cluster of 2 separate species, C18H36FN2O4 in total.

Last columns: bonded neighbours and bond lengths (Å).
CARTESIAN COORDINATES (ANGSTROEM)
1 C 1.7137 -2.9127 -1.2902  C2 1.511, H17 1.089, H18 1.088, H19 1.090
2 C 1.1180 -1.8941 -2.2343  C1 1.511, C3 1.508, N4 1.270
3 C 1.9909 -0.7098 -2.5663  C2 1.508, H20 1.086, H21 1.092, H22 1.091
4 N -0.0319 -2.1484 -2.7110  C2 1.270, C5 1.450
5 C -0.8486 -1.1014 -3.2928  N4 1.450, F6 1.412, C7 1.523, C16 1.531
6 F -0.3120 -0.6515 -4.5194  C5 1.412
7 C -1.0256 0.1291 -2.4122  C5 1.523, C8 1.539, H23 1.091, H24 1.089
8 C -2.0745 0.0384 -1.2892  C7 1.539, C9 1.546, C10 1.542, N11 1.487
9 C -1.5075 -0.6143 -0.0074  C8 1.546, H25 1.090, H26 1.086, H27 1.087
10 C -2.4337 1.4840 -0.8905  C8 1.542, H28 1.089, H29 1.087, H30 1.089
11 N -3.3310 -0.6126 -1.7466  C8 1.487, O12 1.281, C13 1.488
12 O -4.1563 0.1871 -2.3126  N11 1.281
13 C -3.1611 -1.8999 -2.4725  N11 1.488, C14 1.533, C15 1.548, C16 1.528
14 C -2.7578 -3.0550 -1.5483  C13 1.533, H31 1.083, H32 1.089, H33 1.090
15 C -4.5425 -2.2910 -3.0510  C13 1.548, H34 1.089, H35 1.087, H36 1.086
16 C -2.2113 -1.6986 -3.6529  C5 1.531, C13 1.528, H37 1.088, H38 1.092
17 H 1.0316 -3.1054 -0.4629  C1 1.089
18 H 2.6603 -2.5688 -0.8783  C1 1.088
19 H 1.8549 -3.8550 -1.8196  C1 1.090
20 H 1.8226 -0.3302 -3.5701  C3 1.086
21 H 3.0281 -1.0483 -2.5338  C3 1.092
22 H 1.8919 0.0703 -1.8106  C3 1.091
23 H -1.3304 0.9361 -3.0807  C7 1.091
24 H -0.0945 0.4589 -1.9527  C7 1.089
25 H -2.3482 -0.9122 0.6200  C9 1.090
26 H -0.9084 0.1245 0.5172  C9 1.086
27 H -0.9184 -1.5034 -0.2153  C9 1.087
28 H -3.3425 1.4906 -0.2906  C10 1.089
29 H -2.5967 2.1115 -1.7629  C10 1.087
30 H -1.6358 1.9225 -0.2928  C10 1.089
31 H -1.7599 -2.9593 -1.1395  C14 1.083
32 H -3.5006 -3.1816 -0.7616  C14 1.089
33 H -2.7430 -3.9562 -2.1605  C14 1.090
34 H -4.5272 -3.3602 -3.2557  C15 1.089
35 H -5.3283 -2.0685 -2.3334  C15 1.087
36 H -4.7324 -1.7566 -3.9772  C15 1.086
37 H -2.0303 -2.6347 -4.1777  C16 1.088
38 H -2.6724 -0.9804 -4.3339  C16 1.092
39 C 2.9217 3.1606 6.0902  O40 1.409, H48 1.096, H49 1.088, H50 1.096
40 O 2.8780 2.2072 5.0529  C39 1.409, C41 1.417
41 C 1.8133 1.2828 5.1935  O40 1.417, C42 1.511, H51 1.096, H52 1.099
42 C 1.3380 0.7889 3.8468  C41 1.511, O43 1.419, H53 1.093, H54 1.092
43 O 0.5332 1.7155 3.1340  C42 1.419, C44 1.419
44 C 1.1731 2.8381 2.5472  O43 1.419, C45 1.511, H55 1.092, H56 1.092
45 C 2.0012 2.5086 1.3270  C44 1.511, O46 1.419, H57 1.098, H58 1.098
46 O 3.2475 1.9303 1.6822  C45 1.419, C47 1.407
47 C 3.7224 1.0499 0.6922  O46 1.407, H59 1.098, H60 1.088, H61 1.097
48 H 3.1453 2.6921 7.0554  C39 1.096
49 H 3.7116 3.8699 5.8506  C39 1.088
50 H 1.9737 3.7063 6.1625  C39 1.096
51 H 0.9724 1.7413 5.7265  C41 1.096
52 H 2.1706 0.4234 5.7774  C41 1.099
53 H 0.6805 -0.0645 4.0298  C42 1.093
54 H 2.1730 0.4322 3.2403  C42 1.092
55 H 1.7588 3.3973 3.2790  C44 1.092
56 H 0.3553 3.4835 2.2183  C44 1.092
57 H 2.1974 3.4328 0.7668  C45 1.098
58 H 1.4294 1.8240 0.6870  C45 1.098
59 H 2.9810 0.2649 0.4924  C47 1.098
60 H 4.6359 0.5847 1.0570  C47 1.088
61 H 3.9376 1.5875 -0.2394  C47 1.097

Output
Multiplicity   2
LUMO (alpha / beta)   0.648 / 0.478 eV
Frontier orbital gap (alpha / beta)   0.32955 / 0.36318 Eh
⟨S²⟩   0.7541

Calculated atomic charges, method natural (NBO), unit e: atom 1 (C): -0.6711, atom 2 (C): 0.3886, atom 3 (C): -0.7175, atom 4 (N): -0.5061, atom 5 (C): 0.4934, atom 6 (F): -0.3876, atom 7 (C): -0.4683, atom 8 (C): 0.1125, atom 9 (C): -0.6289, atom 10 (C): -0.6023, atom 11 (N): 0.0177, atom 12 (O): -0.3844, atom 13 (C): 0.0999, atom 14 (C): -0.6203, atom 15 (C): -0.5960, atom 16 (C): -0.4419, atom 17 (H): 0.2313, atom 18 (H): 0.2097, atom 19 (H): 0.2442, atom 20 (H): 0.2522, atom 21 (H): 0.2253, atom 22 (H): 0.2301, atom 23 (H): 0.2361, atom 24 (H): 0.2184, atom 25 (H): 0.2242, atom 26 (H): 0.2214, atom 27 (H): 0.2081, atom 28 (H): 0.2292, atom 29 (H): 0.2200, atom 30 (H): 0.2006, atom 31 (H): 0.2248, atom 32 (H): 0.2124, atom 33 (H): 0.2157, atom 34 (H): 0.2034, atom 35 (H): 0.2261, atom 36 (H): 0.2183, atom 37 (H): 0.2326, atom 38 (H): 0.2246, atom 39 (C): -0.2475, atom 40 (O): -0.5466, atom 41 (C): -0.0936, atom 42 (C): -0.0869, atom 43 (O): -0.5404, atom 44 (C): -0.0883, atom 45 (C): -0.0931, atom 46 (O): -0.5436, atom 47 (C): -0.2462, atom 48 (H): 0.1664, atom 49 (H): 0.1941, atom 50 (H): 0.1642, atom 51 (H): 0.1741, atom 52 (H): 0.1721, atom 53 (H): 0.1878, atom 54 (H): 0.1885, atom 55 (H): 0.1936, atom 56 (H): 0.1888, atom 57 (H): 0.1756, atom 58 (H): 0.1653, atom 59 (H): 0.1565, atom 60 (H): 0.1968, atom 61 (H): 0.1663



The structure with the greatest stability is b.



## a
ORCA calculation (ωB97M-V/def2-TZVPD) on a cluster of 2 separate species, C2H9N2O in total.

Last columns: bonded neighbours and bond lengths (Å).
CARTESIAN COORDINATES (ANGSTROEM)
1 C -1.4541 0.8926 -0.5007  N2 1.461, H5 1.082, H6 1.088, H7 1.082
2 N -0.9803 -0.4500 -0.1746  C1 1.461, C3 1.304, H8 1.013
3 C -0.1329 -0.6434 0.7978  N2 1.304, N4 1.319, H9 1.082
4 N 0.3464 -1.8023 1.2071  C3 1.319, H10 1.011, H11 1.014
5 H -1.9163 0.8658 -1.4792  C1 1.082
6 H -2.2190 1.2000 0.2088  C1 1.088
7 H -0.6462 1.6111 -0.4675  C1 1.082
8 H -1.6541 -1.1860 -0.3504  N2 1.013
9 H 0.3664 0.2577 1.1276  C3 1.082
10 H 0.3417 -2.5527 0.5298  N4 1.011
11 H 1.1877 -1.8044 1.7727  N4 1.014
12 H 2.4403 0.5961 -1.3423  O14 0.964
13 H 2.3388 1.9547 -0.6965  O14 0.965
14 O 1.9817 1.0608 -0.6327  H12 0.964, H13 0.965

Output
Charge   +1
Multiplicity   1
LUMO   -3.811 eV
Frontier orbital gap   0.42596 Eh

Calculated atomic charges, method natural (NBO), unit e: atom 1 (C): -0.4249, atom 2 (N): -0.4944, atom 3 (C): 0.4192, atom 4 (N): -0.7198, atom 5 (H): 0.2391, atom 6 (H): 0.2212, atom 7 (H): 0.2415, atom 8 (H): 0.4215, atom 9 (H): 0.2347, atom 10 (H): 0.4207, atom 11 (H): 0.4357, atom 12 (H): 0.4860, atom 13 (H): 0.4906, atom 14 (O): -0.9713



## b
ORCA calculation (ωB97M-V/def2-TZVPD) on a cluster of 2 separate species, C2H9N2O in total.

Last columns: bonded neighbours and bond lengths (Å).
CARTESIAN COORDINATES (ANGSTROEM)
1 N 1.1062 1.3453 -1.0247  H2 1.016, H3 1.056, H4 1.050, H5 1.060
2 H 2.1025 1.1622 -1.0980  N1 1.016
3 H 0.4616 0.5305 -1.2139  N1 1.056
4 H 0.9216 1.6282 -0.0309  N1 1.050
5 H 0.8559 2.1732 -1.6373  N1 1.060
6 C -1.3761 -0.7627 -0.6247  N7 1.380, O9 1.226, H10 1.128
7 N -1.0737 -0.7318 0.7211  C6 1.380, C8 1.445, H11 1.001
8 C 0.2280 -0.7404 1.3471  N7 1.445, H12 1.098, H13 1.090, H14 1.109
9 O -0.6424 -0.3961 -1.5355  C6 1.226
10 H -2.4449 -1.0913 -0.7733  C6 1.128
11 H -1.8323 -0.9045 1.3505  N7 1.001
12 H 0.9519 -1.2621 0.7068  C8 1.098
13 H 0.1547 -1.2476 2.3086  C8 1.090
14 H 0.5870 0.2971 1.5040  C8 1.109

Output
Charge   +1
Multiplicity   1
LUMO   -3.559 eV
Frontier orbital gap   0.40528 Eh

Calculated atomic charges, method natural (NBO), unit e: atom 1 (N): -0.9015, atom 2 (H): 0.4415, atom 3 (H): 0.4568, atom 4 (H): 0.4313, atom 5 (H): 0.4516, atom 6 (C): 0.5658, atom 7 (N): -0.6011, atom 8 (C): -0.4251, atom 9 (O): -0.6421, atom 10 (H): 0.1685, atom 11 (H): 0.4164, atom 12 (H): 0.2191, atom 13 (H): 0.2490, atom 14 (H): 0.1699



The structure with the greatest stability is b.